No. 1
C14H18AuBrI2O2S3 | ωB97M-V/def2-TZVPD

Output
* charge: +2
* energy relative to the best compared isomer or geometry (same formula, charge and spin): 0.0 kJ/mol
* HOMO-LUMO gap: 8.34 eV

Each line ends with the natural charge from an NBO analysis.
Element x y z (Å)
Au1 -2.36 0.34 -2.11  0.44
I1 -3.84 2.97 -2.49  0.22
I2 -2.10 0.93 -4.71  0.32
Br1 2.54 2.26 -3.17  0.16
S1 -1.65 -2.71 2.69  0.25
S2 -2.94 -1.05 -0.33  0.29
S3 0.01 0.59 1.58  1.22
O1 0.49 -0.24 0.29  -0.75
O2 0.36 0.80 -1.72  -0.50
C1 3.19 0.30 0.49  -0.15
C2 -1.74 0.98 1.35  -0.60
C3 4.61 1.79 -1.37  -0.23
C4 -1.97 -3.33 1.02  -0.56
C5 0.05 -2.11 2.59  -0.58
C6 2.53 0.80 -0.65  -0.22
C7 5.24 1.30 -0.23  -0.10
C8 4.53 0.55 0.70  -0.21
C9 3.27 1.54 -1.59  -0.03
C10 1.11 0.54 -0.84  0.81
C11 -2.88 -0.02 1.17  -0.58
C12 -3.42 2.59 -4.53  -0.71
C13 0.23 -0.62 2.91  -0.58
C14 -1.72 -2.39 -0.14  -0.55
H1 -1.69 1.68 0.51  0.27
H2 1.25 -0.41 3.23  0.27
H3 5.17 2.36 -2.09  0.26
H4 -1.38 -4.23 0.86  0.25
H5 -0.72 -1.98 -0.15  0.24
H6 6.29 1.50 -0.08  0.25
H7 -2.93 3.46 -4.96  0.25
H8 5.02 0.15 1.58  0.24
H9 -1.86 -2.93 -1.08  0.27
H10 -2.99 -0.66 2.04  0.28
H11 -3.79 0.58 1.08  0.27
H12 0.50 -2.37 1.64  0.25
H13 2.66 -0.33 1.19  0.21
H14 -4.34 2.35 -5.05  0.25
H15 -0.43 -0.27 3.70  0.28
H16 -3.02 -3.64 1.06  0.26
H17 0.63 -2.63 3.36  0.27
H18 -1.93 1.59 2.25  0.28


No. 2
C14H18BClNO10P2 | ωB97M-V/def2-TZVPD

Output
* charge: -1
* HOMO-LUMO gap: 5.00 eV

Each line ends with the natural charge from an NBO analysis.
Element x y z (Å)
Cl1 3.22 -3.43 0.48  -0.46
P1 2.78 -2.08 2.12  0.94
P2 2.47 0.90 2.57  0.96
O1 -1.01 2.69 -0.45  -0.51
O2 -0.94 3.55 2.07  -0.64
O3 4.18 -2.23 2.98  -0.99
O4 -0.12 -3.20 -0.17  -0.49
O5 -3.26 7.35 0.63  -0.58
O6 1.36 -4.99 -1.54  -0.64
O7 -2.66 -7.10 -2.68  -0.58
O8 -4.10 -5.39 -1.40  -0.64
O9 3.19 2.36 2.10  -1.00
O10 -3.32 6.55 -1.82  -0.64
N1 0.84 1.28 2.12  -1.19
C1 -0.57 -6.12 -2.17  -0.43
C2 -2.71 5.74 -0.96  0.32
C3 -2.18 -4.19 -0.70  -0.38
C4 -1.52 3.77 -0.25  0.47
C5 -0.73 -4.08 -0.73  0.46
C6 -2.78 -5.20 -1.35  0.31
C7 -2.00 -6.23 -2.13  0.47
C8 2.04 1.05 -0.86  -0.62
C9 -1.52 4.30 1.17  0.36
C10 0.06 -5.12 -1.52  0.37
C11 -2.15 4.57 -1.29  -0.39
C12 -2.71 6.27 0.46  0.47
C13 -2.10 5.48 1.49  -0.41
C14 2.38 -0.34 -0.28  -0.64
B1 3.07 -0.37 1.21  -0.65
H1 2.52 1.86 -0.30  0.22
H2 -0.45 2.78 1.67  0.54
H3 1.70 -4.27 -0.96  0.54
H4 0.96 1.25 -0.85  0.20
H5 4.29 -0.21 1.15  -0.02
H6 4.89 -1.77 2.51  0.48
H7 -2.15 4.19 -2.30  0.24
H8 -0.02 -6.86 -2.74  0.24
H9 3.11 -0.81 -0.96  0.21
H10 -3.62 7.31 -1.28  0.50
H11 0.47 0.71 1.37  0.39
H12 -2.73 -3.45 -0.15  0.24
H13 4.05 2.38 2.51  0.47
H14 -4.21 -6.20 -1.94  0.50
H15 2.35 1.15 -1.91  0.18
H16 0.24 1.26 2.92  0.38
H17 1.50 -1.00 -0.35  0.20
H18 -2.11 5.86 2.50  0.24


No. 3
C14H18BCoN7O2 | ωB97M-V/def2-TZVPD

Output
* energy relative to the best compared isomer or geometry (same formula, charge and spin): 45.3 kJ/mol
* spin multiplicity: 4
* HOMO-LUMO gap (spin up / spin down): 9.46 / 9.14 eV

Each line ends with the natural charge from an NBO analysis.
Element x y z (Å)
Co1 -0.29 -0.05 0.43  1.35
O1 2.70 0.36 0.68  -0.62
O2 -0.66 0.36 3.85  -0.63
N1 -0.06 1.52 -1.86  -0.30
N2 -1.88 -0.15 -2.16  -0.33
N3 0.76 0.28 1.96  -0.84
N4 -2.12 -0.25 -0.80  -0.37
N5 -0.08 1.52 -0.47  -0.41
N6 0.57 -1.17 -0.78  -0.42
N7 0.50 -0.91 -2.14  -0.30
C1 0.46 0.35 3.33  0.69
C2 -1.46 -1.60 1.70  -0.80
C3 -4.03 -0.66 -1.94  -0.35
C4 2.02 -2.49 -1.86  -0.35
C5 2.13 0.35 1.77  0.69
C6 2.84 0.40 3.12  -0.52
C7 1.75 0.46 4.14  -0.52
C8 -3.03 -0.35 -2.87  0.00
C9 1.39 -1.68 -2.79  0.02
C10 -3.41 -0.61 -0.68  -0.03
C11 0.50 3.58 -1.19  -0.35
C12 1.47 -2.17 -0.62  0.01
C13 0.28 2.75 -2.31  0.02
C14 0.26 2.78 -0.06  0.01
B1 -0.45 0.22 -2.61  0.54
H1 1.67 -2.56 0.37  0.22
H2 0.29 2.99 1.00  0.23
H3 2.80 -3.21 -2.05  0.23
H4 -3.83 -0.83 0.29  0.21
H5 -5.07 -0.88 -2.14  0.23
H6 1.85 -0.32 4.90  0.23
H7 -1.50 -0.48 1.49  0.16
H8 1.76 1.40 4.70  0.23
H9 0.78 4.61 -1.20  0.23
H10 -1.40 -1.64 2.80  0.26
H11 -3.06 -0.26 -3.95  0.23
H12 -0.54 -2.05 1.28  0.22
H13 1.51 -1.59 -3.85  0.23
H14 -0.40 0.36 -3.79  -0.03
H15 3.48 -0.48 3.24  0.23
H16 3.52 1.26 3.17  0.23
H17 0.33 2.93 -3.37  0.23
H18 -2.34 -2.09 1.28  0.23


No. 4
C14H18BrFN3O2 | ωB97M-V/def2-TZVPD

Output
* charge: -1
* HOMO-LUMO gap: 5.66 eV

Each line ends with the natural charge from an NBO analysis.
Element x y z (Å)
Br1 -2.26 2.05 2.95  -0.09
F1 6.50 3.97 1.59  -0.34
O1 6.53 1.91 2.38  -0.64
O2 3.85 4.04 0.94  -0.72
N1 -1.48 -4.15 -3.99  -0.50
N2 4.82 3.36 2.95  -0.70
N3 -1.75 -2.32 1.59  -0.50
C1 1.26 4.33 2.10  -0.41
C2 -1.83 -3.25 0.59  -0.09
C3 -0.66 -4.00 -5.06  -0.07
C4 -2.59 -4.93 -5.73  -0.30
C5 -2.33 -1.15 1.19  -0.08
C6 3.66 3.86 2.15  0.59
C7 -0.78 2.89 1.98  -0.37
C8 5.96 2.97 2.31  0.98
C9 -2.66 -4.72 -4.38  -0.08
C10 2.51 4.06 2.92  -0.60
C11 -2.46 -2.66 -0.47  -0.32
C12 -2.78 -1.32 -0.09  -0.30
C13 -1.32 -4.48 -6.17  -0.31
C14 -0.02 3.88 2.83  -0.42
H1 4.51 2.59 3.52  0.38
H2 -2.36 -0.29 1.85  0.23
H3 0.23 3.42 3.79  0.20
H4 -3.45 -4.92 -3.67  0.21
H5 -3.27 -0.58 -0.69  0.22
H6 -1.43 -4.24 0.71  0.21
H7 1.32 3.83 1.12  0.19
H8 1.18 5.40 1.92  0.19
H9 -1.24 3.37 1.12  0.21
H10 -0.93 -4.49 -7.17  0.22
H11 -3.36 -5.37 -6.34  0.21
H12 -0.68 4.73 3.05  0.19
H13 -0.12 2.09 1.64  0.22
H14 -1.26 -3.88 -3.04  0.42
H15 0.32 -3.57 -4.96  0.21
H16 -2.68 -3.13 -1.42  0.20
H17 2.38 3.23 3.62  0.16
H18 -1.33 -2.47 2.49  0.41


No. 5
C14H18ClN4O8PtS2 | ωB97M-V/def2-TZVPD

Output
* charge: -1
* energy relative to the best compared isomer or geometry (same formula, charge and spin): 6.5 kJ/mol
* spin multiplicity: 3
* HOMO-LUMO gap (spin up / spin down): 8.24 / 8.07 eV

Each line ends with the natural charge from an NBO analysis.
Element x y z (Å)
Pt1 1.40 -1.21 -0.53  1.19
Cl1 -1.53 -1.57 2.91  -0.09
S1 0.01 -0.02 -3.19  2.42
S2 0.60 -3.38 -1.96  2.38
O1 1.82 -1.71 1.43  -0.78
O2 -0.71 1.23 -3.35  -0.99
O3 1.32 -2.85 3.27  -0.63
O4 1.68 -2.50 -2.43  -0.94
O5 0.74 -3.49 -0.48  -0.98
O6 1.09 0.17 -2.14  -1.05
O7 0.46 -4.63 -2.65  -0.94
O8 0.49 -0.65 -4.38  -0.94
N1 1.15 0.96 0.60  -0.49
N2 1.17 2.30 2.63  -0.47
N3 1.84 3.30 0.52  -0.47
N4 -0.50 2.72 0.90  -0.47
C1 -0.98 -2.50 -2.10  -0.23
C2 -0.22 2.69 2.34  -0.08
C3 -2.04 -3.28 -1.64  -0.21
C4 2.06 3.25 1.97  -0.08
C5 -3.30 -2.74 -1.51  -0.21
C6 -1.19 -1.16 -2.45  -0.36
C7 -0.24 1.39 0.35  -0.10
C8 -2.48 -0.63 -2.30  -0.20
C9 1.39 0.97 2.06  -0.08
C10 1.00 -2.35 2.21  0.76
C11 -0.47 -2.47 1.77  -0.46
C12 0.44 3.66 0.27  -0.08
C13 2.06 1.96 -0.02  -0.09
C14 -3.52 -1.41 -1.83  -0.21
H1 -4.12 -3.36 -1.14  0.21
H2 2.42 0.64 2.25  0.22
H3 -0.89 1.97 2.82  0.21
H4 0.26 4.66 0.67  0.19
H5 3.09 1.65 0.17  0.20
H6 -1.85 -4.31 -1.38  0.24
H7 0.72 0.26 2.54  0.22
H8 -0.40 3.68 2.76  0.19
H9 1.88 4.25 2.38  0.19
H10 3.09 2.97 2.16  0.20
H11 -0.42 1.40 -0.72  0.24
H12 0.26 3.67 -0.80  0.21
H13 -0.76 -3.51 1.79  0.24
H14 -0.65 -2.06 0.78  0.22
H15 -4.50 -0.97 -1.71  0.21
H16 1.89 1.96 -1.09  0.24
H17 -2.63 0.40 -2.58  0.25
H18 -0.92 0.67 0.83  0.21